Entry 1:
{"formula": "C15H32BrN3O4P", "method": "the ωB97M-V functional and the def2-TZVPD basis", "species": ["C", "O", "C", "C", "C", "C", "C", "C", "C", "C", "C", "C", "C", "O", "Br", "C", "N", "C", "C", "P", "N", "O", "O", "N", "H", "H", "H", "H", "H", "H", "H", "H", "H", "H", "H", "H", "H", "H", "H", "H", "H", "H", "H", "H", "H", "H", "H", "H", "H", "H", "H", "H", "H", "H", "H", "H"], "xyz": [[-1.512, -0.456, 3.467], [-2.161, 0.663, 4.023], [-2.326, 1.760, 3.155], [-3.405, 1.538, 2.080], [-2.959, 1.936, 0.671], [-3.797, 1.337, -0.468], [-2.963, 0.931, -1.688], [-2.055, -0.285, -1.422], [-0.810, -0.329, -2.319], [0.075, -1.574, -2.123], [1.304, -1.448, -1.199], [1.929, -2.866, -0.985], [1.339, -3.662, 0.149], [1.797, -3.754, 1.238], [-0.351, -4.578, -0.223], [0.958, -0.919, 0.195], [0.795, 0.585, 0.287], [1.742, 1.433, -0.529], [2.815, 0.595, -1.216], [4.264, 0.165, -0.145], [4.053, -1.127, 0.647], [4.553, 1.484, 0.744], [5.449, 0.102, -1.218], [2.313, -0.607, -1.872], [-2.188, -1.314, 3.403], [-1.155, -0.245, 2.448], [-0.658, -0.735, 4.090], [-2.571, 2.605, 3.798], [-1.359, 1.993, 2.673], [-3.683, 0.481, 2.099], [-4.289, 2.120, 2.348], [-1.917, 1.615, 0.552], [-2.956, 3.027, 0.585], [-4.550, 2.067, -0.773], [-4.354, 0.463, -0.114], [-2.378, 1.787, -2.044], [-3.639, 0.656, -2.502], [-2.630, -1.192, -1.631], [-1.788, -0.330, -0.359], [-0.231, 0.597, -2.223], [-1.171, -0.328, -3.352], [0.476, -1.891, -3.091], [-0.553, -2.392, -1.773], [2.981, -2.749, -0.737], [1.830, -3.432, -1.913], [1.713, -1.196, 0.927], [0.004, -1.354, 0.501], [-0.173, 0.819, 0.060], [0.917, 0.830, 1.269], [2.178, 2.169, 0.147], [1.147, 1.983, -1.259], [3.227, 1.225, -2.011], [4.302, -1.101, 1.628], [4.604, 2.310, 0.247], [5.836, 0.956, -1.445], [1.984, -0.365, -2.796]], "orbital_gap_ev": 9.4, "charge": 1, "spin_multiplicity": 1, "e_homo_ev": -12.41, "lumo_ev": -3.02, "smiles": "COCCCCCCCC[C@]1(CC(=O)Br)C[NH2+]C[C@@H](P(=N)(O)O)N1"}

Entry 2:
{"formula": "C25H48Cl3N4O3SSiSm", "method": "the ωB97M-V functional and the def2-TZVPD basis", "species": ["C", "C", "H", "H", "H", "C", "C", "H", "H", "H", "H", "Sm", "Cl", "Cl", "C", "O", "N", "C", "C", "H", "H", "H", "H", "H", "H", "H", "H", "H", "C", "C", "N", "H", "C", "O", "H", "H", "H", "H", "O", "C", "C", "C", "H", "C", "H", "C", "H", "C", "C", "H", "H", "H", "Si", "Cl", "C", "C", "C", "H", "H", "H", "H", "H", "H", "H", "H", "H", "C", "N", "C", "C", "S", "N", "C", "C", "H", "H", "H", "H", "H", "H", "H", "H", "H", "H", "H", "H"], "xyz": [[1.557, -1.052, -4.294], [1.096, 0.326, -3.957], [1.603, -1.181, -5.378], [0.872, -1.801, -3.867], [2.549, -1.230, -3.860], [0.448, 1.139, -4.809], [0.244, 0.855, -6.264], [0.132, 2.127, -4.456], [0.185, -0.227, -6.468], [1.065, 1.267, -6.880], [-0.691, 1.319, -6.608], [0.281, -0.776, 0.411], [2.897, -1.035, 0.627], [-1.521, -2.712, 0.451], [0.797, 2.258, 1.420], [0.053, 1.245, 1.603], [0.358, 3.514, 1.483], [-1.058, 3.818, 1.686], [1.238, 4.654, 1.273], [1.860, 2.108, 1.177], [-1.598, 2.876, 1.803], [-1.451, 4.381, 0.822], [-1.163, 4.445, 2.585], [2.223, 4.296, 0.964], [1.337, 5.244, 2.195], [0.841, 5.314, 0.491], [-1.303, -1.016, -3.010], [-2.471, 1.711, -3.695], [-2.324, -1.049, -2.602], [-3.271, 1.197, -3.136], [-2.715, 0.277, -2.140], [-2.357, -1.779, -1.786], [-2.671, 0.658, -0.846], [-2.015, 0.112, 0.065], [-3.885, 1.947, -2.623], [-3.282, 1.567, -0.656], [-3.028, -1.334, -3.391], [-3.901, 0.641, -3.838], [0.520, -0.105, -1.698], [1.295, 0.697, -2.497], [-0.228, 2.734, -2.098], [1.056, 2.194, -2.225], [-1.098, 2.066, -2.034], [-0.398, 4.122, -2.124], [2.360, 0.501, -2.268], [2.171, 3.028, -2.138], [-1.413, 4.542, -2.117], [0.718, 4.962, -2.203], [2.013, 4.418, -2.173], [3.152, 2.536, -2.117], [0.573, 6.044, -2.319], [2.901, 5.058, -2.211], [0.546, -5.588, -0.404], [1.123, -3.907, -1.595], [-1.250, -5.847, 0.106], [1.567, -5.162, 1.127], [0.986, -7.245, -1.202], [-1.812, -4.906, 0.137], [-1.264, -6.255, 1.128], [-1.804, -6.551, -0.528], [0.218, -7.556, -1.937], [1.000, -8.015, -0.412], [1.970, -7.244, -1.697], [1.384, -4.119, 1.437], [2.638, -5.267, 0.911], [1.314, -5.819, 1.970], [-2.485, -0.613, 3.927], [-1.251, -0.099, 4.529], [-1.296, 1.100, 5.383], [-0.064, -0.655, 4.233], [0.024, -1.972, 3.175], [1.052, -0.136, 4.885], [1.172, -0.542, 6.290], [2.339, -0.153, 4.175], [-3.329, -0.073, 4.359], [-2.572, -1.688, 4.146], [-2.503, -0.489, 2.832], [-1.521, 0.840, 6.438], [-0.321, 1.609, 5.334], [-2.076, 1.804, 5.048], [1.389, -1.618, 6.378], [1.996, 0.019, 6.746], [0.246, -0.323, 6.826], [2.861, -1.120, 4.290], [2.200, 0.042, 3.102], [2.971, 0.644, 4.596]], "orbital_gap_ev": [8.0, 8.0], "charge": 0, "spin_multiplicity": 6, "e_homo_ev": [-7.82, -7.83], "lumo_ev": [0.16, 0.16], "de_lowest_kj_mol": 0.00}

Entry 3:
{"formula": "C58H97F5O25S8", "method": "the ωB97M-V functional and the def2-TZVPD basis", "species": ["C", "C", "C", "O", "C", "H", "H", "H", "H", "H", "H", "H", "H", "O", "S", "O", "O", "C", "C", "C", "H", "H", "H", "H", "H", "H", "H", "H", "O", "S", "O", "O", "C", "C", "C", "H", "H", "H", "H", "H", "H", "H", "H", "O", "S", "O", "O", "C", "C", "C", "H", "H", "H", "H", "H", "H", "H", "H", "O", "S", "O", "O", "C", "C", "C", "H", "H", "H", "H", "H", "H", "H", "H", "O", "S", "O", "O", "C", "C", "C", "H", "H", "H", "H", "H", "H", "H", "H", "O", "S", "O", "O", "C", "C", "C", "H", "H", "H", "H", "H", "H", "H", "H", "O", "S", "O", "O", "C", "C", "C", "H", "H", "H", "H", "H", "H", "H", "H", "O", "S", "O", "O", "C", "C", "C", "H", "H", "H", "H", "H", "H", "H", "H", "F", "C", "C", "C", "C", "C", "C", "H", "H", "H", "H", "H", "F", "C", "C", "C", "C", "C", "C", "H", "H", "H", "H", "H", "F", "C", "C", "C", "C", "C", "C", "H", "H", "H", "H", "H", "F", "C", "C", "C", "C", "C", "C", "H", "H", "H", "H", "H", "F", "C", "C", "C", "C", "C", "C", "H", "H", "H", "H", "H"], "xyz": [[-8.452, 1.139, 4.233], [-8.011, 0.519, 2.936], [-6.807, 1.328, 2.579], [-6.289, 1.773, 3.818], [-7.087, 1.538, 4.918], [-9.035, 0.349, 4.708], [-9.206, 1.908, 4.069], [-8.699, 0.626, 2.097], [-7.782, -0.527, 3.137], [-6.983, 2.177, 1.918], [-6.070, 0.707, 2.070], [-7.107, 2.344, 5.651], [-6.609, 0.694, 5.415], [5.435, 2.296, 5.518], [4.532, 1.740, 4.499], [3.429, 0.843, 4.889], [3.796, 3.022, 3.767], [4.570, 3.912, 3.024], [3.757, 5.184, 2.792], [5.592, 1.148, 3.113], [4.697, 3.546, 2.005], [5.519, 4.099, 3.526], [4.258, 5.770, 2.021], [3.624, 5.793, 3.686], [2.757, 4.911, 2.455], [5.996, 0.185, 3.425], [6.469, 1.762, 2.907], [4.970, 1.152, 2.218], [8.623, -7.571, -2.639], [7.732, -7.309, -1.555], [6.559, -8.129, -1.346], [8.672, -7.215, -0.152], [7.940, -7.148, 1.043], [8.776, -7.222, 2.271], [7.205, -5.483, -1.604], [7.185, -7.931, 1.119], [7.503, -6.150, 1.077], [9.194, -6.229, 2.434], [9.613, -7.883, 2.046], [8.344, -7.585, 3.203], [8.127, -4.901, -1.602], [6.648, -5.212, -0.707], [6.601, -5.382, -2.505], [-5.768, -6.212, 0.680], [-4.773, -5.743, -0.306], [-3.561, -4.943, 0.082], [-4.458, -7.007, -1.351], [-5.500, -7.919, -1.699], [-5.331, -9.080, -0.781], [-5.621, -4.604, -1.515], [-5.235, -8.295, -2.687], [-6.448, -7.390, -1.598], [-4.397, -9.610, -0.966], [-6.168, -9.770, -0.884], [-5.464, -8.789, 0.261], [-5.655, -3.574, -1.160], [-6.620, -5.005, -1.689], [-5.017, -4.639, -2.421], [-5.891, 9.340, 0.435], [-4.598, 8.956, 1.090], [-3.396, 9.697, 0.815], [-4.832, 8.802, 2.744], [-6.082, 8.415, 3.227], [-6.492, 6.993, 2.857], [-4.211, 7.183, 0.710], [-6.898, 9.132, 3.145], [-5.878, 8.339, 4.295], [-7.216, 6.516, 3.518], [-5.660, 6.291, 2.797], [-6.939, 6.944, 1.864], [-3.692, 6.746, 1.563], [-3.690, 7.113, -0.245], [-5.191, 6.725, 0.573], [3.326, 7.016, -4.801], [3.837, 6.639, -3.487], [5.275, 6.765, -3.111], [2.968, 7.399, -2.303], [1.575, 7.419, -2.467], [1.040, 8.773, -3.140], [3.422, 4.781, -3.217], [1.178, 7.383, -1.453], [1.289, 6.494, -2.967], [-0.044, 8.880, -3.104], [1.422, 8.730, -4.160], [1.565, 9.588, -2.642], [2.423, 4.607, -3.616], [3.439, 4.598, -2.143], [4.103, 4.185, -3.824], [3.889, -6.231, 3.668], [2.740, -5.761, 2.908], [2.773, -4.651, 1.963], [2.016, -6.980, 2.104], [1.005, -6.681, 1.133], [1.022, -7.647, -0.029], [1.347, -5.412, 4.026], [1.124, -5.652, 0.794], [0.026, -6.781, 1.604], [0.495, -7.289, -0.914], [0.573, -8.602, 0.242], [2.040, -7.909, -0.320], [0.569, -5.006, 3.380], [1.755, -4.618, 4.652], [0.942, -6.314, 4.483], [-0.878, 2.276, -0.827], [-1.025, 0.841, -0.636], [-2.156, 0.157, -1.213], [0.334, 0.187, -1.252], [0.550, -1.192, -1.223], [1.768, -1.634, -2.067], [-0.813, 0.425, 1.137], [-0.389, -1.666, -1.509], [0.741, -1.480, -0.189], [1.733, -1.230, -3.079], [1.612, -2.712, -2.099], [2.715, -1.306, -1.637], [0.249, 0.552, 1.347], [-1.171, -0.569, 1.407], [-1.436, 1.150, 1.661], [8.849, -0.244, -3.470], [9.152, 0.386, -2.226], [8.063, 0.625, -1.231], [10.311, -0.496, -1.459], [10.719, -0.050, -0.173], [10.300, -1.255, 0.721], [10.048, 2.031, -2.410], [10.326, 0.886, 0.225], [11.803, 0.029, -0.252], [10.240, -1.021, 1.784], [10.961, -2.122, 0.729], [9.281, -1.576, 0.502], [10.324, 2.362, -1.409], [9.450, 2.741, -2.982], [10.924, 1.863, -3.036], [-4.577, 7.317, -5.116], [-3.790, 6.230, -5.401], [-4.287, 4.946, -5.010], [-3.444, 3.828, -5.229], [-2.204, 4.009, -5.821], [-1.849, 5.231, -6.351], [-2.566, 6.409, -6.103], [-5.297, 4.856, -4.638], [-3.809, 2.870, -4.890], [-1.576, 3.133, -5.883], [-0.958, 5.189, -6.959], [-2.275, 7.382, -6.470], [-1.705, 4.446, 6.301], [-2.335, 4.094, 7.431], [-3.360, 4.854, 8.031], [-3.953, 4.372, 9.189], [-3.555, 3.219, 9.835], [-2.523, 2.495, 9.305], [-1.964, 2.890, 8.073], [-3.604, 5.834, 7.649], [-4.719, 4.988, 9.636], [-3.997, 2.781, 10.718], [-2.193, 1.618, 9.840], [-1.111, 2.400, 7.626], [-1.411, -4.930, -6.392], [-2.531, -4.320, -6.766], [-2.756, -3.019, -6.347], [-3.926, -2.402, -6.844], [-4.745, -3.030, -7.810], [-4.409, -4.343, -8.140], [-3.349, -5.005, -7.590], [-2.127, -2.477, -5.656], [-4.044, -1.338, -6.699], [-5.514, -2.545, -8.393], [-4.984, -4.748, -8.961], [-3.067, -6.021, -7.822], [1.144, 2.414, -10.102], [1.693, 1.297, -9.482], [1.026, 0.112, -9.463], [1.653, -0.992, -8.827], [2.945, -0.873, -8.271], [3.529, 0.398, -8.111], [2.960, 1.471, -8.816], [0.065, -0.016, -9.939], [1.234, -1.988, -8.836], [3.445, -1.776, -7.953], [4.482, 0.399, -7.603], [3.409, 2.454, -8.814], [-6.691, -4.836, 8.331], [-5.657, -4.171, 7.770], [-5.565, -3.841, 6.421], [-4.437, -3.155, 5.923], [-3.374, -2.898, 6.814], [-3.419, -3.330, 8.169], [-4.572, -3.980, 8.645], [-6.318, -4.053, 5.677], [-4.409, -2.903, 4.873], [-2.500, -2.331, 6.530], [-2.621, -3.096, 8.859], [-4.534, -4.394, 9.642]], "orbital_gap_ev": 9.0, "charge": 0, "spin_multiplicity": 1, "e_homo_ev": -9.21, "lumo_ev": -0.24, "de_lowest_kj_mol": 578.83}

- Which formula does entry 2 have?
  C25H48Cl3N4O3SSiSm

- Which formula does entry 2 have?
  C25H48Cl3N4O3SSiSm